{
  "formula": "C52H67F12INO36P",
  "method": "ωB97M-V/def2-TZVPD",
  "symbols": ["I", "P", "C", "C", "C", "C", "C", "C", "C", "C", "C", "C", "C", "C", "N", "C", "C", "C", "C", "H", "H", "H", "H", "H", "H", "H", "H", "H", "H", "H", "H", "H", "H", "H", "H", "H", "H", "H", "H", "H", "H", "H", "H", "H", "H", "H", "H", "H", "H", "H", "C", "C", "O", "C", "O", "O", "F", "H", "H", "H", "C", "C", "O", "C", "O", "O", "F", "H", "H", "H", "C", "C", "O", "C", "O", "O", "F", "H", "H", "H", "C", "C", "O", "C", "O", "O", "F", "H", "H", "H", "C", "C", "O", "C", "O", "O", "F", "H", "H", "H", "C", "C", "O", "C", "O", "O", "F", "H", "H", "H", "C", "C", "O", "C", "O", "O", "F", "H", "H", "H", "C", "C", "O", "C", "O", "O", "F", "H", "H", "H", "C", "C", "O", "C", "O", "O", "F", "H", "H", "H", "C", "C", "O", "C", "O", "O", "F", "H", "H", "H", "C", "C", "O", "C", "O", "O", "F", "H", "H", "H", "C", "C", "O", "C", "O", "O", "F", "H", "H", "H"],
  "xyz": [[5.59234, -0.98565, 6.27850], [5.02129, -0.28524, 3.90635], [4.53096, 0.35511, 2.18929], [5.31329, 1.65829, 1.74631], [4.55071, 2.92491, 2.28360], [3.23622, 3.25718, 1.44933], [2.11960, 3.61468, 2.50644], [0.72314, 3.94844, 1.88424], [-0.10100, 2.69220, 1.43736], [-0.12767, 1.51706, 2.46398], [-1.21190, 0.40872, 2.20105], [-1.51809, 0.05891, 0.70824], [-0.60017, -1.01248, 0.02284], [0.92592, -0.66934, 0.02109], [1.58416, -0.85320, -1.29793], [2.83046, -0.30494, -1.45602], [3.34863, -0.59409, -2.75726], [2.25842, -1.39735, -3.35931], [1.17882, -1.52399, -2.43000], [3.76035, -0.93588, 4.01167], [5.29187, 1.04875, 4.32890], [6.10202, -1.03270, 3.37436], [3.43836, 0.63175, 2.25193], [4.59153, -0.42125, 1.38213], [6.32382, 1.66201, 2.23740], [5.48673, 1.70929, 0.64491], [5.19394, 3.83375, 2.24486], [4.22824, 2.67425, 3.32766], [2.88981, 2.37501, 0.86454], [3.37839, 4.17149, 0.82284], [2.07096, 2.76484, 3.22560], [2.46271, 4.53641, 3.04997], [0.86457, 4.58785, 0.97763], [0.09670, 4.50278, 2.63276], [0.40525, 2.28965, 0.51517], [-1.13446, 2.95357, 1.09569], [0.89095, 1.06648, 2.58171], [-0.36744, 1.95968, 3.47075], [-2.15543, 0.68719, 2.73236], [-0.84742, -0.51390, 2.72731], [-1.55775, 0.93376, 0.01885], [-2.54984, -0.38441, 0.70639], [-0.77976, -1.98410, 0.54004], [-1.01126, -1.15182, -1.01101], [1.41460, -1.39902, 0.70994], [1.18557, 0.35241, 0.36492], [3.31029, 0.25586, -0.63414], [4.31801, -0.29581, -3.18793], [2.31684, -1.82005, -4.37708], [0.21480, -2.04890, -2.53163], [0.82604, 4.51677, -3.19072], [0.91265, 3.68372, -1.95240], [-0.39373, 3.78118, -1.40650], [-1.22716, 3.96655, -2.46959], [-2.40539, 3.81979, -2.42834], [-0.53330, 4.32625, -3.59489], [1.79060, 4.21492, -1.07085], [1.00162, 5.57723, -2.99756], [1.51549, 4.18178, -3.96354], [1.15918, 2.63332, -2.13073], [-4.34553, -4.02403, 2.09572], [-3.06868, -3.80766, 1.33469], [-2.37104, -2.88110, 2.14508], [-2.79334, -3.11669, 3.42014], [-2.23569, -2.71962, 4.39009], [-3.92368, -3.87123, 3.44600], [-3.30426, -3.23517, 0.12653], [-5.10408, -3.27508, 1.86822], [-4.76663, -5.01209, 1.92301], [-2.46478, -4.70899, 1.20167], [3.07882, -5.26733, -3.92533], [2.13893, -4.60092, -4.88525], [1.43647, -5.68868, -5.45554], [1.41916, -6.66319, -4.49652], [0.70181, -7.60332, -4.51535], [2.32638, -6.40916, -3.51422], [2.81842, -3.95861, -5.87126], [4.00470, -5.59428, -4.40429], [3.32765, -4.63241, -3.07597], [1.43182, -3.91262, -4.41742], [9.69385, 0.62141, -1.45811], [8.90247, 0.78128, -0.19190], [7.78432, 1.54125, -0.61310], [7.58653, 1.22173, -1.92232], [6.59193, 1.45795, -2.52323], [8.66884, 0.59176, -2.45139], [9.59095, 1.49349, 0.73051], [10.35791, 1.46768, -1.64614], [10.28085, -0.29538, -1.47170], [8.56160, -0.15839, 0.24939], [-6.90658, 1.51748, 3.04153], [-5.82286, 2.09940, 2.18292], [-4.75827, 1.17695, 2.35417], [-5.34722, -0.02503, 2.60841], [-4.78776, -1.07257, 2.54255], [-6.65132, 0.11758, 2.94090], [-5.42769, 3.31371, 2.64418], [-6.82461, 1.82686, 4.08626], [-7.90299, 1.76215, 2.67915], [-6.07661, 2.17326, 1.12553], [-6.21911, -6.46757, 5.26731], [-6.39054, -7.93846, 5.02565], [-6.94406, -7.98131, 3.72233], [-6.47247, -6.87454, 3.08090], [-6.50633, -6.71836, 1.90508], [-5.95016, -5.97373, 3.95444], [-7.27727, -8.47957, 5.89332], [-7.12351, -5.99634, 5.65220], [-5.39541, -6.24846, 5.94395], [-5.46014, -8.51149, 5.04768], [-4.92313, -0.12908, -2.31502], [-5.59548, -1.36179, -2.84360], [-6.62835, -1.58984, -1.89674], [-6.95645, -0.36581, -1.40271], [-7.94867, -0.13250, -0.79317], [-6.01111, 0.56364, -1.69804], [-4.75518, -2.42121, -2.83550], [-4.16290, -0.35569, -1.56303], [-4.47322, 0.46945, -3.10244], [-6.03130, -1.24677, -3.83891], [4.20831, 5.86446, 5.61262], [5.31014, 6.44469, 4.77310], [6.39034, 5.56314, 5.01492], [5.82784, 4.35073, 5.29203], [6.41549, 3.32364, 5.28286], [4.50197, 4.46987, 5.57220], [5.65436, 7.68372, 5.20196], [4.24233, 6.21353, 6.64693], [3.21936, 6.06943, 5.20505], [5.09368, 6.47386, 3.70237], [-0.65233, -3.40020, -7.38145], [-1.69832, -2.47701, -7.93937], [-2.40207, -2.06214, -6.78085], [-1.50183, -2.10867, -5.76257], [-1.65109, -1.58519, -4.70852], [-0.39828, -2.82363, -6.09917], [-2.55224, -3.13875, -8.75441], [-1.01710, -4.42165, -7.25483], [0.25168, -3.42401, -7.98765], [-1.29917, -1.60223, -8.45841], [-6.21293, -2.89763, 7.89636], [-7.01865, -2.77430, 9.15750], [-8.11413, -3.63832, 8.91894], [-7.65090, -4.60640, 8.07832], [-8.20226, -5.63434, 7.87422], [-6.46892, -4.24712, 7.50599], [-7.48597, -1.51302, 9.32013], [-6.55593, -2.22112, 7.11078], [-5.14961, -2.73203, 8.06148], [-6.49301, -3.09034, 10.06164], [-2.52846, 2.86460, -5.32316], [-2.61272, 1.37689, -5.47628], [-3.04198, 1.21401, -6.81513], [-2.56356, 2.30165, -7.49222], [-2.49790, 2.37444, -8.67262], [-2.16142, 3.28148, -6.63973], [-3.55568, 0.84674, -4.65389], [-3.48502, 3.31587, -5.05234], [-1.77619, 3.15681, -4.59223], [-1.66351, 0.85832, -5.32875], [6.61929, 4.74369, -5.90123], [6.70050, 3.90892, -4.65636], [5.39426, 4.00509, -4.12353], [4.57020, 4.18916, -5.19061], [3.39305, 4.04657, -5.15509], [5.26367, 4.54900, -6.30283], [7.57432, 4.44137, -3.76606], [6.79287, 5.80436, -5.70656], [7.31035, 4.41142, -6.67411], [6.94800, 2.85998, -4.83214]],
  "forces_ev_per_a": [[0.232, -0.448, 0.930], [-0.418, 0.859, -2.091], [-0.496, 0.839, -1.135], [0.008, 0.083, 0.739], [-0.520, -0.484, -1.082], [-0.216, 0.285, 1.630], [0.033, 0.390, -0.695], [-0.508, -0.408, 0.205], [0.782, -0.722, -0.588], [-0.442, 0.586, 0.596], [0.580, -0.135, 0.088], [-0.430, -0.600, -0.156], [-0.547, 0.237, 0.189], [-0.320, -1.181, 0.002], [0.172, 0.620, 0.407], [1.295, -0.052, -1.688], [-2.783, -0.927, 1.399], [0.355, 0.478, 0.716], [1.913, 0.261, -1.044], [0.521, 0.052, 0.361], [-0.063, -0.535, 0.084], [-0.219, 0.148, 0.515], [0.819, -0.295, -0.061], [0.034, 0.346, 0.802], [-0.597, -0.105, -0.468], [-0.245, -0.026, 0.824], [-0.251, -0.696, 0.368], [0.482, 0.577, -0.700], [0.369, 0.671, 0.070], [0.019, -1.073, 0.124], [-0.158, 0.754, -0.294], [-0.175, -0.859, -0.221], [-0.159, -0.294, 0.943], [0.613, -0.306, -0.583], [-0.515, 0.345, 0.625], [0.818, -0.020, 0.480], [-0.759, 0.295, -0.282], [0.294, -0.405, -0.720], [0.688, -0.087, -0.635], [-0.469, 0.606, -0.496], [0.029, -0.257, 0.742], [0.799, 0.369, -0.088], [0.369, 0.713, -0.361], [0.587, 0.211, 0.742], [-0.204, 0.677, -0.296], [-0.456, -0.591, -0.227], [-0.489, -0.403, -0.581], [-0.812, -0.212, 0.362], [-0.305, 0.351, 0.738], [0.775, 0.532, 0.149], [0.532, 0.177, -0.907], [0.221, 0.142, 0.422], [-0.161, -0.125, -0.849], [-0.325, 0.239, 0.133], [0.175, 0.062, -0.005], [-0.100, -0.109, 1.064], [0.096, -0.068, -0.013], [-0.017, -0.083, 0.230], [-0.215, -0.001, -0.060], [0.105, 0.014, 0.149], [-0.749, -0.643, -0.258], [-0.261, 0.467, -0.332], [-0.041, -0.666, 0.354], [-0.220, 0.293, 0.600], [0.027, 0.064, -0.026], [0.762, 0.344, -0.137], [0.160, -0.021, -0.117], [0.219, 0.070, -0.146], [0.061, 0.014, 0.210], [0.025, 0.087, -0.182], [0.476, 0.092, 0.601], [0.142, 0.212, -0.420], [0.004, 0.054, 0.590], [-0.159, -0.567, 0.098], [0.012, -0.026, -0.064], [-0.252, 0.185, -0.455], [-0.116, 0.108, -0.087], [-0.115, 0.082, -0.186], [-0.166, -0.134, 0.069], [0.083, 0.067, -0.154], [0.561, -0.370, -0.321], [0.204, 0.493, 0.414], [0.114, -0.575, -0.375], [-0.322, 0.191, -0.334], [0.025, 0.063, -0.079], [-0.251, 0.170, 0.365], [-0.082, -0.065, 0.092], [-0.103, 0.071, 0.212], [-0.171, -0.034, -0.169], [0.038, 0.084, 0.127], [-0.761, 0.072, 0.177], [0.358, 0.519, 0.248], [-0.549, -0.301, -0.222], [0.220, -0.564, 0.114], [-0.010, 0.261, 0.055], [0.397, 0.141, -0.126], [0.047, -0.053, -0.117], [0.190, 0.108, -0.101], [0.014, -0.254, -0.063], [0.067, 0.119, -0.055], [0.312, 0.520, 0.500], [-0.569, -0.191, 0.262], [0.601, 0.333, -0.025], [-0.162, 0.181, -0.366], [0.004, 0.030, -0.003], [-0.201, -0.595, -0.232], [0.077, -0.155, -0.034], [-0.061, -0.284, 0.013], [0.051, 0.117, -0.205], [-0.107, -0.106, 0.060], [0.560, 0.590, -0.193], [0.324, -0.493, 0.186], [-0.032, 0.582, -0.298], [-0.371, 0.164, 0.402], [0.092, 0.005, 0.112], [-0.256, -0.429, 0.051], [-0.066, -0.127, -0.093], [-0.088, -0.257, -0.023], [-0.377, -0.011, 0.466], [0.062, -0.140, -0.003], [-0.733, -0.001, 0.123], [0.348, 0.418, 0.288], [-0.576, -0.236, -0.245], [0.144, -0.505, 0.165], [0.033, -0.074, -0.019], [0.403, 0.208, -0.177], [0.043, 0.051, -0.134], [0.187, 0.122, -0.092], [0.025, -0.236, -0.029], [0.066, 0.145, 0.025], [0.610, -0.420, -0.221], [-0.488, -0.282, -0.267], [0.682, 0.131, 0.099], [-0.064, -0.024, 0.461], [-0.047, 0.051, 0.122], [-0.342, 0.186, -0.130], [-0.025, 0.115, -0.047], [-0.178, 0.104, -0.071], [0.077, 0.106, 0.221], [-0.149, -0.026, -0.079], [0.716, 0.185, -0.327], [-0.402, 0.459, -0.005], [0.622, -0.273, -0.058], [-0.301, -0.373, -0.170], [-0.003, 0.012, -0.090], [-0.343, 0.122, 0.394], [-0.005, -0.008, 0.138], [-0.149, 0.048, 0.168], [-0.014, -0.232, -0.079], [-0.082, 0.139, 0.049], [0.272, 0.472, 0.524], [-0.374, -0.149, -0.042], [0.544, 0.291, 0.059], [-0.006, 0.338, -0.438], [-0.054, -0.055, -0.027], [-0.168, -0.611, -0.153], [0.215, -0.035, -0.366], [-0.032, -0.195, 0.026], [-0.278, -0.047, -0.687], [-0.167, -0.170, 0.145], [0.327, 0.203, -0.604], [0.278, 0.167, 0.508], [-0.045, -0.159, -0.661], [-0.327, 0.072, -0.016], [-0.067, 0.089, -0.011], [-0.085, -0.191, 0.468], [0.050, -0.118, 0.078], [0.013, -0.085, 0.207], [-0.227, -0.056, -0.089], [0.061, 0.025, 0.192]],
  "e_tot_ev": -180209.36856,
  "lumo_energy_ev": 0.050
}

***

{
  "formula": "C18H35GeN2O6PdSi3",
  "method": "ωB97M-V/def2-TZVPD",
  "symbols": ["Pd", "N", "N", "C", "O", "O", "H", "H", "H", "C", "Si", "C", "C", "Ge", "Si", "C", "C", "C", "Si", "C", "C", "C", "H", "H", "H", "H", "H", "H", "H", "H", "H", "H", "H", "H", "H", "H", "H", "H", "H", "H", "H", "H", "H", "H", "H", "H", "H", "H", "H", "O", "C", "O", "C", "C", "C", "C", "O", "C", "O", "C", "C", "H", "H", "H", "H", "H"],
  "xyz": [[1.51283, 0.02711, -1.74313], [2.09597, -1.19310, 0.31440], [3.44984, -1.54552, 0.14859], [4.25426, -0.55055, -0.50414], [5.45021, -0.64560, -0.22230], [3.65161, 0.31382, -1.16475], [2.05881, -0.53217, 1.05047], [1.60769, -2.08601, 0.56788], [3.88924, -1.72476, 1.01676], [2.99637, 0.60201, -4.46610], [1.92034, 1.64161, -3.32285], [0.68409, 2.58294, -4.36527], [2.91213, 2.96228, -2.37451], [-0.79125, -0.22547, -2.23149], [-2.29482, 0.51753, -3.90889], [-3.94935, -0.35648, -3.83988], [-2.92645, 2.35365, -3.51433], [-1.70440, 0.06548, -5.67131], [-1.84120, -0.04735, -0.09957], [-1.00521, -1.13216, 1.21805], [-3.70715, -0.45242, -0.11252], [-1.54981, 1.70545, 0.59446], [3.68308, 1.24304, -5.00350], [2.31666, 0.11414, -5.19657], [3.68278, -0.12806, -4.01009], [1.15670, 3.04988, -5.21085], [0.23233, 3.35430, -3.70235], [-0.12128, 1.92345, -4.56768], [3.21747, 3.84387, -3.11548], [3.79180, 2.53922, -1.81751], [2.31442, 3.38086, -1.55649], [-4.40973, 0.00287, -2.91416], [-3.83378, -1.45647, -3.76147], [-4.49021, -0.18775, -4.75351], [-2.25827, 2.72533, -2.72992], [-3.98964, 2.32018, -3.24295], [-2.75873, 3.06877, -4.32640], [-0.64252, -0.16988, -5.56901], [-1.63307, 0.85148, -6.41293], [-2.26570, -0.75478, -6.12246], [-0.64986, -2.14230, 0.92291], [-1.58194, -1.29935, 2.08958], [-0.06343, -0.64562, 1.56314], [-3.88176, -1.34481, -0.75045], [-4.21095, 0.35975, -0.60979], [-4.06146, -0.60047, 0.89293], [-0.54503, 2.08549, 0.40725], [-1.66736, 1.69380, 1.64988], [-2.24830, 2.33671, -0.06125], [-1.20818, -5.12878, 5.30832], [-0.30779, -4.46551, 4.80431], [0.42479, -4.69804, 3.82519], [-0.03579, -3.11173, 5.39833], [-0.24312, -3.00247, 6.84149], [0.04128, -1.80864, 7.48226], [0.66411, -0.81236, 6.76900], [1.28625, 0.35722, 7.24189], [1.45437, 1.12775, 6.04138], [1.54560, 0.22052, 4.98040], [0.94962, -0.90120, 5.41274], [0.57853, -2.07014, 4.69102], [-0.62160, -3.85381, 7.35988], [-0.11304, -1.66571, 8.64465], [2.38200, 1.75136, 6.12666], [0.60643, 1.77851, 5.93913], [0.80064, -2.16091, 3.67285]],
  "forces_ev_per_a": [[0.261, 0.255, 0.452], [-0.706, -2.035, -0.879], [0.064, 0.073, -1.136], [0.349, -0.874, 1.595], [0.471, 0.240, -0.488], [-0.635, 0.818, -1.292], [-0.667, 0.683, 0.994], [0.332, 1.482, -0.188], [0.527, -0.474, 0.865], [0.124, -0.174, -0.477], [0.347, -0.805, 1.185], [0.053, 0.732, 1.669], [1.060, 1.093, -0.682], [0.473, 0.151, -0.044], [-0.688, 0.553, -0.067], [0.615, -1.232, 0.922], [1.130, -0.533, -0.698], [0.839, 0.624, 0.131], [0.453, -0.257, 0.469], [1.769, -0.441, -0.897], [0.944, -0.425, -0.870], [-0.636, 0.230, -2.480], [0.119, 0.469, -0.566], [0.495, 0.068, 0.320], [-0.695, 0.075, 0.215], [-0.060, 0.146, -0.605], [0.365, -0.197, -0.432], [-0.660, -0.528, -0.910], [-0.443, -1.681, 1.576], [-0.593, 0.307, -0.998], [-0.246, 0.179, -0.337], [-0.533, -0.153, -0.402], [-0.007, 0.463, 0.081], [-0.620, 0.471, -0.225], [-0.507, -0.043, 0.297], [0.383, 0.142, 0.130], [-0.266, -0.150, -0.179], [-0.012, -0.649, 0.001], [-0.502, 0.549, -0.134], [0.116, -0.106, 0.257], [-0.471, 0.456, -0.179], [-0.883, 0.007, 0.981], [-0.686, 0.012, -0.203], [0.086, 0.327, 0.590], [-0.456, 0.460, -0.001], [-0.382, -0.087, 0.353], [0.109, -0.262, -0.230], [-0.779, 0.419, 0.973], [0.677, -0.351, 1.533], [-0.954, -1.010, 0.778], [0.542, 0.778, -1.386], [0.296, -0.648, -0.592], [0.442, 0.882, 3.056], [0.223, 0.967, -2.632], [0.178, 0.147, 2.962], [0.775, 0.474, -0.733], [-0.388, 0.263, -0.244], [1.298, 0.135, 1.287], [0.919, 0.883, -0.981], [-2.073, -2.795, 0.427], [-0.001, 1.231, 2.220], [-0.383, -0.346, 0.139], [0.339, -0.346, -2.483], [-0.665, -0.716, -0.126], [-0.795, 0.367, -0.340], [0.217, -0.291, -1.344]],
  "e_tot_ev": -118129.99944,
  "lumo_energy_ev": [4.361, 3.962],
  "total_charge": -2,
  "spin_multiplicity": 2,
  "s_squared": 0.757
}